No. 1
{"formula": "C45H63BBaN6O2S3", "method": "ωB97M-V/def2-TZVPD", "elements": ["Ba", "C", "C", "C", "C", "C", "C", "C", "C", "C", "C", "C", "C", "C", "C", "C", "C", "C", "H", "H", "H", "H", "H", "H", "H", "H", "H", "H", "H", "H", "H", "H", "H", "H", "H", "H", "H", "H", "H", "H", "H", "H", "H", "H", "H", "H", "H", "O", "S", "C", "C", "C", "C", "S", "O", "C", "C", "C", "C", "C", "C", "C", "C", "C", "C", "C", "C", "H", "H", "H", "H", "H", "H", "H", "H", "H", "H", "H", "H", "H", "H", "H", "H", "H", "H", "B", "N", "C", "C", "C", "N", "N", "C", "C", "C", "N", "H", "H", "H", "H", "H", "H", "H", "H", "C", "C", "C", "C", "N", "C", "S", "N", "C", "H", "H", "H", "H", "H", "H", "H", "H"], "positions_angstrom": [[-0.366, 0.130, -0.139], [-1.618, 1.298, 2.349], [-1.966, 0.118, 3.057], [-0.859, -0.181, 3.913], [0.139, 0.787, 3.655], [-0.320, 1.715, 2.708], [0.295, 3.070, 2.412], [1.824, 2.972, 2.388], [-0.113, 4.069, 3.504], [-0.169, 3.617, 1.059], [-0.617, -1.365, 4.851], [0.741, -1.226, 5.559], [-0.565, -2.678, 4.069], [-1.661, -1.473, 5.969], [-3.396, -0.431, 3.029], [-4.165, 0.090, 1.807], [-4.164, 0.059, 4.269], [-3.485, -1.960, 2.950], [-2.334, 1.943, 1.858], [1.111, 0.818, 4.120], [2.212, 2.636, 3.350], [2.276, 3.942, 2.163], [2.158, 2.255, 1.631], [0.233, 3.721, 4.478], [-1.199, 4.157, 3.548], [0.309, 5.060, 3.315], [0.154, 2.976, 0.229], [0.267, 4.603, 0.875], [-1.253, 3.712, 1.002], [1.569, -1.251, 4.850], [0.871, -2.057, 6.258], [0.807, -0.294, 6.122], [0.087, -2.540, 3.212], [-1.543, -2.980, 3.693], [-0.174, -3.492, 4.688], [-1.724, -0.535, 6.524], [-1.381, -2.264, 6.670], [-2.655, -1.707, 5.598], [-4.339, 1.161, 1.855], [-5.143, -0.393, 1.751], [-3.643, -0.114, 0.866], [-4.186, 1.149, 4.277], [-3.693, -0.269, 5.195], [-5.195, -0.306, 4.257], [-2.916, -2.339, 2.095], [-4.527, -2.263, 2.820], [-3.115, -2.457, 3.843], [1.715, -1.407, 1.424], [2.928, -1.966, 2.097], [4.103, -2.329, 0.759], [3.490, -3.208, -0.327], [4.052, -2.932, -1.717], [3.401, -1.744, -2.397], [1.605, -1.746, -2.684], [0.923, -1.544, -1.342], [1.408, -3.469, -3.096], [0.784, -4.325, -2.207], [0.632, -5.660, -2.557], [1.093, -6.118, -3.783], [1.705, -5.241, -4.671], [1.860, -3.907, -4.332], [2.590, -3.672, 2.529], [1.486, -4.323, 2.002], [1.249, -5.642, 2.352], [2.109, -6.295, 3.226], [3.203, -5.628, 3.760], [3.442, -4.304, 3.419], [4.981, -2.778, 1.226], [4.383, -1.340, 0.389], [2.418, -3.011, -0.338], [3.620, -4.260, -0.072], [3.958, -3.824, -2.339], [5.122, -2.706, -1.665], [3.818, -1.568, -3.391], [3.532, -0.819, -1.831], [0.416, -3.941, -1.266], [0.147, -6.341, -1.871], [0.966, -7.157, -4.053], [2.054, -5.596, -5.631], [2.322, -3.216, -5.027], [0.811, -3.779, 1.354], [0.382, -6.156, 1.960], [1.916, -7.321, 3.506], [3.858, -6.131, 4.457], [4.276, -3.768, 3.853], [-1.028, 1.134, -3.512], [-1.434, -0.363, -3.290], [-1.422, -1.363, -4.186], [-1.865, -2.516, -3.571], [-2.139, -2.111, -2.262], [-1.878, -0.818, -2.099], [0.512, 1.337, -3.272], [1.499, 1.299, -4.175], [2.705, 1.470, -3.520], [2.337, 1.608, -2.179], [1.015, 1.529, -2.034], [-1.255, 1.427, -4.662], [-1.617, 1.796, -2.703], [-1.116, -1.180, -5.202], [-1.983, -3.492, -4.008], [-2.527, -2.691, -1.438], [1.275, 1.157, -5.218], [3.690, 1.513, -3.949], [2.961, 1.793, -1.318], [-1.676, 4.889, -4.435], [-2.929, 4.253, -3.935], [-3.983, 3.867, -4.700], [-5.054, 3.205, -4.045], [-5.085, 2.962, -2.760], [-4.038, 3.356, -1.980], [-3.930, 3.099, -0.343], [-2.999, 4.005, -2.612], [-6.218, 2.723, -4.855], [-1.782, 5.171, -5.479], [-0.850, 4.180, -4.343], [-1.429, 5.776, -3.850], [-3.992, 4.044, -5.764], [-2.223, 4.244, -2.006], [-6.624, 3.532, -5.464], [-6.989, 2.332, -4.198], [-5.893, 1.934, -5.536]], "fmax_ev_per_a": 2.45, "total_energy_ha": -3476.5271, "e_homo_ha": -0.2097, "orbital_gap_ev": 5.6837}



No. 2
{"formula": "C15H28N2O10S3", "method": "ωB97M-V/def2-TZVPD", "elements": ["C", "C", "O", "N", "C", "C", "C", "C", "S", "O", "O", "O", "C", "O", "N", "O", "H", "H", "H", "H", "H", "H", "H", "H", "H", "H", "H", "H", "C", "C", "C", "S", "O", "O", "C", "H", "H", "H", "H", "H", "H", "H", "H", "C", "C", "C", "S", "O", "O", "C", "H", "H", "H", "H", "H", "H", "H", "H"], "positions_angstrom": [[6.530, 0.034, -0.400], [6.571, 1.490, -0.018], [7.060, 1.857, 1.023], [6.098, 2.432, -0.989], [6.869, 3.683, -0.938], [4.643, 2.653, -1.064], [3.794, 2.181, 0.115], [3.305, 0.714, 0.120], [3.309, -0.190, -1.418], [4.026, -1.415, -1.270], [1.965, -0.268, -1.899], [4.192, 0.680, -2.428], [4.094, 2.115, -2.377], [2.779, 2.564, -2.489], [2.178, 2.208, -3.832], [2.228, 3.114, -4.531], [6.270, -0.114, -1.443], [7.509, -0.385, -0.175], [5.798, -0.495, 0.211], [6.402, 4.415, -1.594], [6.938, 4.098, 0.070], [7.876, 3.504, -1.313], [4.511, 3.733, -1.125], [4.317, 2.387, 1.048], [2.902, 2.806, 0.121], [2.256, 0.702, 0.414], [3.844, 0.094, 0.834], [4.707, 2.461, -3.212], [-3.348, 0.206, 0.591], [-2.302, -0.390, -0.362], [-1.165, 0.629, -0.488], [-1.151, 1.550, 1.053], [-1.490, 2.925, 0.779], [0.052, 1.238, 1.793], [-2.566, 0.736, 1.788], [-4.080, -0.532, 0.910], [-3.883, 1.023, 0.103], [-1.917, -1.319, 0.062], [-2.723, -0.623, -1.339], [-0.188, 0.170, -0.625], [-1.343, 1.351, -1.282], [-3.104, 1.463, 2.391], [-2.190, -0.073, 2.414], [-7.982, -4.154, 1.532], [-6.944, -4.672, 0.527], [-5.912, -3.558, 0.321], [-5.890, -2.615, 1.856], [-6.375, -1.284, 1.588], [-4.630, -2.796, 2.532], [-7.185, -3.539, 2.677], [-8.634, -4.950, 1.888], [-8.609, -3.391, 1.067], [-6.454, -5.558, 0.933], [-7.403, -4.954, -0.419], [-4.906, -3.926, 0.140], [-6.203, -2.864, -0.466], [-7.746, -2.851, 3.305], [-6.700, -4.299, 3.290]], "fmax_ev_per_a": 0.78, "total_energy_ha": -2644.6910, "smiles": "CC(=O)N(C)[C@@H]1CCS(=O)(=O)O[C@H]1ON=O.O=S1(=O)CCCC1.O=S1(=O)CCCC1", "e_homo_ha": -0.3454, "orbital_gap_ev": 8.6614}



No. 3
{"formula": "C7H6ClFNO3PPt", "method": "ωB97M-V/def2-TZVPD", "elements": ["N", "C", "C", "C", "C", "O", "C", "P", "O", "Cl", "C", "F", "C", "O", "H", "H", "H", "H", "H", "H", "Pt"], "positions_angstrom": [[-1.142, 0.101, 2.795], [-0.766, 1.240, 1.965], [-0.095, 0.781, 0.670], [0.064, 1.508, -0.421], [0.803, 0.922, -1.589], [1.505, 1.558, -2.304], [0.627, -0.528, -1.754], [0.727, -1.190, -3.466], [1.974, -2.138, -3.430], [-0.864, -2.346, -3.575], [0.456, -1.283, -0.677], [0.303, -2.591, -0.613], [0.468, -0.584, 0.705], [0.921, -1.115, 1.653], [-2.113, 0.097, 3.154], [-0.496, -0.061, 3.562], [-1.665, 1.759, 1.643], [-0.101, 1.913, 2.496], [-0.275, 2.524, -0.531], [2.392, -2.257, -4.302], [-2.722, 1.692, 4.016]], "fmax_ev_per_a": 2.01, "total_energy_ha": -1570.6022, "total_charge": 2, "e_homo_ha": -0.5591, "orbital_gap_ev": 2.2981}



No. 4
{"formula": "C20H42CeNOP3", "method": "ωB97M-V/def2-TZVPD", "elements": ["Ce", "P", "P", "P", "H", "C", "C", "H", "C", "C", "C", "C", "C", "C", "C", "C", "C", "H", "H", "H", "H", "H", "H", "H", "H", "H", "H", "H", "H", "H", "H", "H", "H", "H", "H", "H", "H", "H", "H", "H", "H", "H", "H", "H", "H", "H", "C", "C", "C", "C", "C", "C", "O", "H", "H", "H", "H", "H", "H", "C", "C", "C", "N", "H", "H", "H", "H", "H"], "positions_angstrom": [[-0.396, -0.354, -0.062], [0.807, -3.295, -1.143], [2.306, -0.289, 0.999], [-3.229, 0.172, 0.174], [2.473, 3.861, -0.057], [1.476, 4.286, -0.142], [0.657, 4.446, 0.874], [0.919, 4.155, 1.905], [1.841, -2.770, -2.509], [1.747, -4.115, 0.149], [-0.686, -4.173, -1.627], [2.514, 1.362, 1.770], [2.709, -1.355, 2.432], [3.868, -0.400, 0.054], [-3.523, 1.803, 0.968], [-4.419, -0.911, 1.033], [-4.008, 0.420, -1.471], [1.159, 4.523, -1.171], [-0.335, 4.889, 0.741], [1.219, -2.257, -3.258], [2.286, -3.676, -2.971], [2.656, -2.098, -2.176], [1.990, -5.075, -0.317], [1.125, -4.266, 1.043], [2.672, -3.590, 0.430], [-0.282, -5.085, -2.075], [-1.222, -3.499, -2.312], [-1.295, -4.277, -0.713], [3.580, 1.499, 1.996], [1.947, 1.425, 2.708], [2.176, 2.175, 1.115], [3.751, -1.172, 2.727], [2.589, -2.412, 2.168], [2.049, -1.131, 3.281], [4.720, -0.298, 0.742], [3.905, 0.410, -0.688], [3.935, -1.364, -0.467], [-4.289, 2.365, 0.414], [-2.589, 2.387, 0.975], [-3.848, 1.656, 2.007], [-5.324, -1.062, 0.429], [-4.685, -0.487, 2.009], [-3.942, -1.886, 1.198], [-4.724, 1.254, -1.441], [-4.518, -0.504, -1.778], [-3.229, 0.647, -2.215], [-0.161, 1.439, -2.657], [0.585, 0.583, -3.529], [0.411, 0.678, -4.916], [-0.535, 1.530, -5.486], [-1.249, 2.392, -4.643], [-1.000, 2.402, -3.256], [-0.203, 1.440, -1.279], [-0.261, -2.268, -0.741], [1.312, -0.141, -3.066], [0.999, 0.055, -5.628], [-0.746, 1.598, -6.607], [-1.974, 3.097, -4.980], [-1.500, 3.051, -2.523], [0.325, 0.579, 5.608], [-0.791, -0.095, 4.813], [-0.533, 0.058, 3.392], [-0.458, 0.188, 2.237], [1.301, 0.181, 5.310], [0.216, 0.440, 6.683], [0.331, 1.655, 5.399], [-0.848, -1.164, 5.066], [-1.757, 0.371, 5.056]], "fmax_ev_per_a": 4.67, "total_energy_ha": -2415.4223, "total_charge": 3, "spin_multiplicity": 2, "e_homo_ha": [-0.5830, -0.5831], "orbital_gap_ev": [5.2950, 5.2894]}



No. 5
{"formula": "C4H5I", "method": "ωB97M-V/def2-TZVPD", "elements": ["C", "C", "C", "C", "I", "H", "H", "H", "H", "H"], "positions_angstrom": [[0.959, 0.795, -0.542], [0.000, -0.033, -1.167], [-0.201, 0.892, 0.196], [-0.804, -0.437, 0.023], [-3.032, -0.410, -0.189], [1.344, -1.751, 2.348], [1.974, 1.186, -0.601], [-0.211, -0.155, -2.271], [-0.847, 1.809, 0.292], [0.818, -1.897, 1.911]], "fmax_ev_per_a": 2.74, "total_energy_ha": -452.8843, "e_homo_ha": -0.2886, "orbital_gap_ev": 8.1566}



No. 6
{"formula": "C22H24BF10O22PS", "method": "ωB97M-V/def2-TZVPD", "elements": ["O", "C", "O", "C", "P", "S", "C", "F", "F", "C", "F", "F", "B", "O", "O", "H", "H", "H", "H", "H", "H", "C", "C", "O", "C", "O", "O", "F", "H", "H", "H", "C", "C", "O", "C", "O", "O", "F", "H", "H", "H", "C", "C", "O", "C", "O", "O", "F", "H", "H", "H", "C", "C", "O", "C", "O", "O", "F", "H", "H", "H", "C", "C", "O", "C", "O", "O", "F", "H", "H", "H", "C", "C", "O", "C", "O", "O", "F", "H", "H", "H"], "positions_angstrom": [[-0.031, 2.997, 1.054], [0.554, 2.395, 1.868], [-0.033, 1.944, 3.030], [-1.282, 1.261, 2.863], [-1.280, 0.088, 1.398], [0.147, -1.219, 1.666], [-2.454, 2.302, 2.949], [-3.131, 2.058, 4.092], [-2.008, 3.534, 3.068], [-3.522, 2.295, 1.851], [-4.227, 1.153, 1.829], [-3.064, 2.607, 0.645], [2.140, 2.144, 1.587], [2.802, 1.024, 1.929], [2.805, 3.132, 0.922], [-1.373, 0.628, 3.749], [-1.118, 0.797, 0.186], [-2.514, -0.590, 1.281], [-4.243, 3.080, 2.102], [2.486, 0.648, 2.763], [2.282, 3.436, 0.168], [5.837, 0.616, 0.311], [7.234, 1.093, 0.023], [8.035, 0.131, 0.687], [7.319, -1.031, 0.689], [7.773, -2.102, 0.917], [6.016, -0.802, 0.384], [7.461, 2.312, 0.574], [5.460, 0.985, 1.266], [5.131, 0.882, -0.472], [7.497, 1.117, -1.036], [7.444, 4.850, 2.885], [6.204, 4.898, 3.738], [6.717, 4.714, 5.043], [7.990, 5.218, 5.035], [8.618, 5.469, 6.005], [8.433, 5.396, 3.760], [5.360, 3.876, 3.448], [7.721, 3.830, 2.614], [7.355, 5.443, 1.977], [5.658, 5.843, 3.690], [-6.253, 0.281, -0.326], [-6.071, -1.104, -0.885], [-7.086, -1.839, -0.226], [-8.092, -0.955, 0.043], [-9.194, -1.265, 0.346], [-7.663, 0.327, -0.089], [-4.862, -1.620, -0.548], [-5.723, 0.421, 0.614], [-5.948, 1.059, -1.023], [-6.209, -1.180, -1.966], [-12.668, -0.455, -0.120], [-13.706, -1.514, -0.375], [-14.499, -0.933, -1.394], [-13.676, -0.098, -2.098], [-13.926, 0.347, -3.166], [-12.529, 0.146, -1.410], [-14.481, -1.727, 0.718], [-13.011, 0.296, 0.595], [-11.722, -0.866, 0.225], [-13.303, -2.467, -0.725], [5.976, -4.202, -0.110], [4.972, -5.240, -0.534], [4.320, -4.610, -1.626], [5.231, -3.764, -2.181], [5.118, -3.274, -3.260], [6.278, -3.559, -1.354], [4.064, -5.483, 0.440], [5.556, -3.473, 0.581], [6.869, -4.632, 0.335], [5.408, -6.184, -0.866], [3.065, -2.857, -5.467], [2.054, -3.885, -5.897], [1.400, -3.248, -6.981], [2.316, -2.398, -7.540], [2.204, -1.904, -8.610], [3.369, -2.204, -6.706], [1.144, -4.131, -4.921], [2.646, -2.132, -4.767], [3.950, -3.297, -5.027], [2.484, -4.829, -6.236]], "fmax_ev_per_a": 3.27, "total_energy_ha": -4271.2214, "smiles": "O=C(O[C@H]([PH2]=S)C(F)(F)C(F)F)B(O)O.O=C1OC[C@@H](F)O1.O=C1OC[C@@H](F)O1.O=C1OC[C@@H](F)O1.O=C1OC[C@@H](F)O1.O=C1OC[C@@H](F)O1.O=C1OC[C@@H](F)O1", "e_homo_ha": -0.3531, "orbital_gap_ev": 9.3538}